[1]
59
Properties=species:S:1:pos:R:3:mulliken_charge:R:1 method="wB97M-V/def2-TZVPD" homo_lumo_gap_ha=0.25404 e_homo_ev=-7.868 total_charge=0
Os -1.21970 0.40151 -0.88491 2.014
C -0.15178 -4.86183 2.69536 -1.657
C -0.02597 -3.45482 2.17853 0.507
C 1.17247 -2.96745 1.67980 -0.995
C 1.25140 -1.69369 1.14569 -0.133
C 0.13477 -0.86862 1.11311 0.228
N 0.16236 0.36038 0.39007 -0.401
C 1.19637 1.30135 0.45222 1.537
C 2.15626 1.20360 1.46445 -0.759
C 3.24613 2.04732 1.51059 -1.171
C 3.42603 3.03597 0.55327 0.347
C 4.62810 3.93983 0.56263 -1.553
C 2.42157 3.19737 -0.38899 -0.843
C 1.28510 2.39259 -0.43966 -0.527
C 0.16719 2.73681 -1.45266 1.607
O -1.08572 2.34523 -0.99952 -1.153
C 0.42075 2.00436 -2.79813 0.501
F -0.67825 1.94099 -3.55554 -0.276
F 1.40603 2.47062 -3.54285 -0.265
F 0.70201 0.69413 -2.46973 -0.272
C 0.04271 4.27141 -1.68908 0.396
F -1.09786 4.54238 -2.32437 -0.260
F 1.03455 4.78896 -2.43501 -0.240
F 0.03038 4.91554 -0.52153 -0.248
C -1.08646 -1.32500 1.64999 -0.582
C -1.13414 -2.61375 2.16523 -1.115
C -2.30675 -0.38644 1.66322 1.597
O -2.56839 0.29047 0.46232 -0.965
C -2.10939 0.67392 2.79034 0.551
F -1.87754 0.07886 3.97084 -0.301
F -3.18207 1.45453 2.92491 -0.269
F -1.06675 1.47207 2.53492 -0.153
C -3.64115 -1.14576 1.92439 0.314
F -3.76520 -2.15440 1.04949 -0.201
F -3.72380 -1.65890 3.16289 -0.257
F -4.69151 -0.34751 1.75625 -0.244
H 0.78509 -5.40621 2.58660 0.383
H -0.92451 -5.40576 2.15024 0.344
H -0.42960 -4.87287 3.75065 0.339
H 2.05563 -3.59505 1.68723 0.355
H 2.17542 -1.34678 0.70296 0.625
H 2.03312 0.45492 2.23303 0.598
H 3.97043 1.92846 2.30785 0.371
H 5.40074 3.55993 1.22965 0.382
H 4.35986 4.94329 0.89922 0.308
H 5.05692 4.03591 -0.43548 0.374
H 2.52818 3.99916 -1.10494 0.652
H -2.05120 -2.99483 2.58794 0.576
C -2.34732 -2.12130 -3.93452 -1.564
C -1.22438 -1.65233 -3.03312 0.924
C -0.30050 -2.77285 -2.59276 -1.246
O -1.82023 -1.05901 -1.86636 -0.330
H -1.94173 -2.52342 -4.86358 0.406
H -3.01816 -1.29617 -4.17190 0.384
H -2.92793 -2.89915 -3.43585 0.337
H -0.63918 -0.89447 -3.56056 0.053
H -0.85967 -3.51060 -2.01410 0.307
H 0.50348 -2.38786 -1.96204 0.221
H 0.14385 -3.26506 -3.45875 0.441

---

[2]
18
Properties=species:S:1:pos:R:3:mulliken_charge:R:1 method="wB97M-V/def2-TZVPD" homo_lumo_gap_ha=0.24372 e_homo_ev=-9.307 total_charge=0
C -0.74350 -1.05877 0.42374 -0.272
N -2.01421 -1.08578 -0.02287 -0.515
C -2.64922 0.11803 0.09324 -0.045
O -2.15330 1.20316 0.35877 -0.509
C 0.28970 -0.53540 -0.87949 -0.541
N 1.53697 -0.52943 -0.42634 -0.318
C 2.20372 0.70751 -0.49748 -0.128
O 3.48523 0.62870 0.14091 -0.518
H -2.49903 0.79508 2.81456 -0.200
H -0.61537 -0.28066 1.18527 0.360
H -0.38378 -2.05362 0.66630 0.395
H -3.71438 0.06628 -0.09774 0.444
H 0.09130 -1.38528 -1.53182 0.326
H -0.08491 0.43677 -1.22505 0.410
H -2.49048 0.38234 3.44090 0.194
H 1.64083 1.45841 0.07177 0.319
H 2.42313 1.08196 -1.51086 0.283
H 3.53556 -0.30830 0.35828 0.313

---

[3]
23
Properties=species:S:1:pos:R:3:mulliken_charge:R:1 method="wB97M-V/def2-TZVPD" homo_lumo_gap_ha=0.44514 e_homo_ev=-18.847 total_charge=+2
C -1.06673 0.55392 -2.06314 -1.398
C -1.15530 -0.40842 -0.87242 0.092
C 0.48188 -0.80379 -0.59415 -0.750
C 0.44935 -0.59779 0.82969 -0.674
N 1.23400 0.76621 1.07162 -0.378
N -1.98729 -1.74070 -1.17619 -0.367
H -0.23107 1.26377 -1.98488 0.391
H -0.47999 0.18827 -2.94294 0.450
H -2.16895 0.86113 -2.40967 0.316
H -1.57084 0.15811 -0.07004 0.360
H 1.07950 -0.14193 -1.27788 0.398
H 0.61179 -1.91336 -0.94675 0.416
H -0.40905 -0.57869 1.52184 0.471
H 1.18060 -1.29238 1.35123 0.363
H 2.02335 0.71373 0.28033 0.409
H 0.61986 1.58624 0.95317 0.328
H 1.73383 0.99371 1.97297 0.365
H -3.09388 -1.54512 -1.05646 0.446
H -1.73869 -2.46938 -0.56163 0.330
H -1.70704 -2.18185 -2.13102 0.420
H 2.83914 2.01626 3.44007 0.338
H 1.41240 2.66344 3.47713 0.331
O 1.94313 1.90861 3.18912 -0.656

---

[4]
14
Properties=species:S:1:pos:R:3:mulliken_charge:R:1 method="wB97M-V/def2-TZVPD" homo_lumo_gap_ha=0.34866 e_homo_ev=-13.566 total_charge=+1
C -1.59274 -1.08234 0.70253 -0.294
C 1.82748 0.46104 0.51101 -0.133
N 1.64708 -0.75543 0.22856 0.521
N 1.34234 -1.76459 -0.12594 -0.513
N -1.20805 -0.07624 0.01993 -0.276
N 0.95158 1.39068 -0.27528 -0.208
O -1.65118 0.04050 -1.27241 -0.393
H -2.08471 -1.89519 0.20396 0.264
H -1.19734 -1.22775 1.75821 0.285
H 2.40019 0.88339 1.34723 0.354
H 1.12657 1.34027 -1.30400 0.400
H 0.95289 2.29704 0.09121 0.340
H -0.04339 0.95929 -0.35375 0.307
H -2.47072 -0.57066 -1.53126 0.345

---

[5]
20
Properties=species:S:1:pos:R:3:mulliken_charge:R:1 method="wB97M-V/def2-TZVPD" homo_lumo_gap_ha=0.37146 e_homo_ev=-9.256 total_charge=0
C -0.04649 -1.95617 -0.74537 -0.939
N -0.87884 -1.15640 0.16425 -0.483
C -0.27233 0.20477 0.35880 0.076
C -0.24872 1.04996 -0.93435 -0.925
N -1.56779 1.17690 -1.56034 -0.659
C 1.17380 0.06867 0.93140 -0.621
C 1.26632 1.26921 1.85419 -0.160
O 1.78455 2.29755 1.50603 -0.478
H -0.49521 -1.98894 -1.72870 0.303
H 1.03622 -1.89448 -0.82167 0.309
H -0.14713 -3.02050 -0.44708 0.363
H -0.83303 -1.61129 1.06762 0.307
H -1.02842 0.72784 1.01114 0.415
H 0.14201 2.05444 -0.68829 0.352
H 0.32193 0.45190 -1.65630 0.429
H -1.94562 0.24670 -1.70777 0.277
H -2.23497 1.65915 -0.97022 0.242
H 1.37932 -0.87246 1.44560 0.471
H 1.78788 0.16738 0.06609 0.363
H 0.80651 1.12578 2.85498 0.359

---

[6]
7
Properties=species:S:1:pos:R:3:mulliken_spin:R:1 method="wB97M-V/def2-TZVPD" multiplicity=3 homo_lumo_gap_ha="0.29168 / 0.22882" e_homo_ev="-13.222 / -12.142" total_charge=+1
H -1.58877 0.34694 -0.87237 0.011
O 1.06305 -0.87355 0.67624 0.201
C -0.23255 -0.71140 0.31108 0.252
C -0.65081 0.43445 -0.28964 0.278
O 0.24298 1.39038 -0.64331 0.225
H -0.95570 -1.46464 0.64914 0.011
Tm 2.12180 0.87781 0.16886 1.023

---

[7]
65
Properties=species:S:1:pos:R:3:mulliken_spin:R:1 method="wB97M-V/def2-TZVPD" multiplicity=5 homo_lumo_gap_ha="0.31654 / 0.19467" e_homo_ev="-18.453 / -18.155" total_charge=+3
Ir 10.91901 10.93255 9.54024 2.239
C 9.99157 10.02224 13.53513 0.014
C 9.19056 10.55467 12.37398 -0.040
C 8.62680 11.95144 12.50126 0.006
C 8.16607 9.62482 11.79778 0.019
O 10.35587 10.60547 11.24271 0.519
Ge 12.46886 8.29824 10.05063 0.019
O 11.04986 8.69404 9.03578 0.130
C 10.21441 7.77532 8.29507 -0.024
C 8.96539 7.47897 9.07862 -0.012
C 9.97751 8.41904 6.96084 -0.005
C 11.00766 6.51317 8.02050 0.020
O 12.64507 10.19616 10.03165 0.036
C 14.14707 10.73638 10.17750 -0.025
C 14.88532 10.12835 8.93938 -0.002
C 14.58811 10.18948 11.53719 0.009
C 14.08005 12.24632 10.04752 0.012
H 9.28183 9.83721 14.32474 0.000
H 10.45412 9.13119 13.19733 -0.002
H 10.73656 10.72060 13.87468 0.000
H 7.81213 11.92509 13.23792 0.001
H 9.34798 12.67394 12.80745 0.001
H 8.21641 12.24635 11.54977 -0.001
H 7.45711 9.36177 12.56038 0.001
H 7.64045 10.09259 10.98903 0.001
H 8.57697 8.71351 11.38263 -0.002
H 8.25757 8.28966 8.99524 -0.001
H 8.39820 6.61294 8.76864 0.000
H 9.19882 7.27288 10.11765 0.001
H 9.51443 9.41213 7.07447 0.000
H 10.91727 8.51468 6.48303 0.001
H 9.31386 7.82771 6.31118 -0.001
H 11.15729 5.85052 8.88199 -0.002
H 10.46364 5.98495 7.23063 0.005
H 11.96542 6.81559 7.57322 -0.001
H 14.89554 9.03818 8.89804 0.001
H 14.38725 10.45795 8.03527 0.001
H 15.92321 10.47032 8.90066 0.000
H 14.69918 9.11181 11.55617 0.000
H 15.55476 10.57277 11.79392 0.000
H 13.89570 10.45563 12.34142 -0.001
H 13.71028 12.53905 9.04702 -0.004
H 13.46619 12.74175 10.82763 -0.006
H 15.05965 12.65642 10.15336 0.000
C 5.67456 16.12322 7.01271 0.001
O 6.13042 15.04222 7.78833 0.214
C 7.24531 14.45869 7.51287 0.302
C 8.15829 14.92156 6.52201 0.015
C 9.36219 14.32639 6.40771 0.029
C 9.73578 13.25802 7.22140 -0.015
C 10.99004 12.55655 6.95036 0.035
C 11.75053 12.83546 5.72600 0.004
O 11.47473 11.65851 7.73930 0.085
C 8.89823 12.81786 8.26254 0.184
O 9.23662 11.90754 9.11366 0.147
C 7.66382 13.43821 8.42020 0.111
H 4.69664 16.37413 7.38512 0.001
H 5.54162 15.83726 5.96960 0.008
H 6.27263 17.00307 7.13789 0.009
H 7.86509 15.66770 5.77991 -0.001
H 10.04635 14.66410 5.64446 -0.008
H 12.13361 13.84771 5.74970 0.002
H 11.12954 12.77630 4.84175 0.000
H 12.63739 12.17344 5.64972 -0.002
H 6.94562 13.19143 9.21663 -0.027